The following is a DFT calculation (ωB97M-V/def2-TZVPD) of a 4-piece molecular cluster, C36H76N4O4 overall.

Each line ends with the Mulliken charge.
Element x y z (Å)
C1 2.82204 6.45382 -1.30047  -1.6298
C2 3.96491 5.60605 -2.12779  1.4310
C3 5.11922 6.65819 -2.31264  -1.3349
C4 6.11388 6.88009 -1.15670  -0.6764
C5 6.49528 5.55293 -0.62869  -1.4534
C6 5.34776 4.51401 -0.23089  1.8801
N1 4.42791 4.46341 -1.37530  -0.0734
O1 3.52192 3.44733 -1.20275  0.3187
C7 6.08791 3.16035 -0.02641  -2.0408
C8 4.62653 4.97655 1.09313  -1.5931
C9 3.41130 5.32734 -3.49434  -1.9152
H1 2.01772 6.88045 -1.89977  0.4294
H2 3.28752 7.25444 -0.72562  0.3680
H3 2.22375 5.90084 -0.57635  0.3375
H4 5.72940 6.29054 -3.13763  0.3897
H5 4.51414 7.47136 -2.71356  0.4677
H6 5.69007 7.33271 -0.26025  0.2789
H7 6.96660 7.50638 -1.41884  0.4140
H8 7.21306 5.67876 0.18190  0.4734
H9 7.16775 5.26119 -1.43538  0.4096
H10 6.64094 2.89526 -0.92752  0.4203
H11 6.82091 3.03499 0.77052  0.3993
H12 5.36796 2.38507 0.23573  0.4139
H13 4.59989 4.18156 1.83838  0.4313
H14 4.89119 5.91007 1.58971  0.3019
H15 3.56979 5.15550 0.89469  0.3070
H16 3.90104 4.67947 -4.22134  0.3927
H17 3.35771 6.24626 -4.07814  0.4564
H18 2.38815 4.97496 -3.36361  0.3755
H19 3.92932 2.68940 -1.62839  -0.1878
C10 -0.00960 1.28064 -0.33105  -1.7016
C11 0.55877 0.29964 -1.33021  2.1008
C12 -0.10224 0.72104 -2.77163  -1.3455
C13 0.81909 0.81949 -4.00332  -0.7133
C14 1.89924 -0.19210 -4.04876  -1.0082
C15 2.72376 -0.18181 -2.64618  1.3779
N2 1.98332 0.48651 -1.50606  1.1374
O2 2.73901 0.54655 -0.33572  -0.5542
C16 3.16957 -1.58086 -2.33035  -1.8112
C17 3.93772 0.71432 -2.99060  -2.4130
C18 0.18249 -1.15766 -0.99740  -1.6805
H20 -0.23208 0.75396 0.59696  0.1606
H21 -0.99793 1.63698 -0.62146  0.5253
H22 0.62928 2.13298 -0.09987  0.0485
H23 -0.89867 -0.00408 -2.93903  0.4140
H24 -0.65426 1.66091 -2.76761  0.5092
H25 1.27726 1.80653 -3.94051  0.0909
H26 0.12592 0.66516 -4.83023  0.4438
H27 2.56352 0.08024 -4.86891  0.4202
H28 1.38860 -1.13895 -4.22427  0.4203
H29 3.41854 -1.69277 -1.27508  0.3844
H30 2.38780 -2.33808 -2.38992  0.3927
H31 3.90683 -2.07545 -2.96275  0.4150
H32 4.30722 0.26397 -3.91188  0.6312
H33 3.75030 1.77260 -3.17232  0.6724
H34 4.72925 0.61092 -2.24838  0.2968
H35 0.47981 -1.85081 -1.78432  0.1575
H36 -0.87191 -1.26829 -0.74422  0.3096
H37 0.82155 -1.44079 -0.16101  0.3371
H38 2.68152 1.47602 -0.10256  0.2621
C19 -3.40962 -0.20012 0.43943  -1.3523
C20 -4.80223 -0.84301 0.26358  2.1305
C21 -5.61478 -0.12254 1.31627  -1.8308
C22 -7.11500 -0.43968 1.33969  -0.8334
C23 -7.59837 -0.24214 -0.11225  -1.4793
C24 -6.83466 -0.78482 -1.28987  1.7115
N3 -5.36516 -0.48859 -0.98959  0.1108
O3 -4.53273 -0.95645 -2.02165  -0.4633
C25 -7.12567 -2.30811 -1.62128  -1.6002
C26 -7.40869 0.09520 -2.52267  -1.9174
C27 -4.65604 -2.37694 0.51934  -1.5218
H39 -2.87718 -0.58130 1.31082  -0.0655
H40 -3.48847 0.86432 0.66041  0.5706
H41 -2.71913 -0.43072 -0.37183  -0.0445
H42 -5.23828 -0.23410 2.33308  0.4495
H43 -5.51850 0.94755 1.13262  0.5312
H44 -7.50037 0.14026 2.17830  0.4517
H45 -7.15812 -1.49066 1.62548  0.3371
H46 -7.66792 0.84492 -0.15196  0.4767
H47 -8.66043 -0.47924 -0.17483  0.4517
H48 -8.04383 -2.44348 -2.19290  0.4296
H49 -6.28202 -2.82969 -2.07329  0.2868
H50 -7.32256 -2.82721 -0.68327  0.3811
H51 -8.49430 0.08676 -2.61995  0.3889
H52 -6.97951 1.08842 -2.39068  0.4824
H53 -7.03939 -0.35958 -3.44185  0.4354
H54 -5.53261 -3.01115 0.65162  0.2460
H55 -4.16061 -2.44246 1.48802  0.4003
H56 -4.07377 -2.80877 -0.29465  0.4749
H57 -4.49132 -0.19203 -2.60091  0.3504
C28 -1.31877 -6.26153 4.70167  -1.7230
C29 -0.17820 -5.17324 4.80685  1.6781
C30 1.05985 -5.68243 3.94049  -1.3266
C31 0.93432 -5.53226 2.38955  -0.7759
C32 0.63024 -4.11521 2.06869  -1.0816
C33 -0.68103 -3.58749 2.81661  1.4430
N4 -0.65761 -3.89674 4.31312  0.2153
O4 -1.82931 -3.41158 4.89241  -0.4501
C34 -0.75111 -2.07286 2.63429  -2.0768
C35 -1.97632 -4.28923 2.15282  -1.5035
C36 0.35281 -5.00395 6.18658  -1.7007
H58 -0.99803 -7.18414 5.18543  0.4830
H59 -1.56317 -6.52442 3.67247  0.3694
H60 -2.23918 -5.98537 5.21614  0.3291
H61 2.01901 -5.42308 4.38865  0.3949
H62 1.02042 -6.76912 4.01570  0.4197
H63 0.13246 -6.17351 2.02360  0.3359
H64 1.85149 -5.81579 1.87330  0.4366
H65 0.47864 -4.07208 0.99015  0.3195
H66 1.48293 -3.51687 2.38964  0.4271
H67 -1.67977 -1.52820 2.80468  0.4566
H68 -0.08966 -1.54815 3.32368  0.5607
H69 -0.37934 -1.76832 1.65595  0.2582
H70 -1.74869 -5.31046 1.84725  0.2359
H71 -2.92132 -4.32789 2.69466  0.3707
H72 -2.16586 -3.80713 1.19378  0.3774
H73 1.36655 -4.64659 6.36750  0.3524
H74 0.42722 -5.98277 6.66036  0.4030
H75 -0.30066 -4.37743 6.79367  0.3307
H76 -1.49562 -2.96234 5.67244  0.3805

Values from the calculation:
Kohn-Sham gap in eV: 8.600
ΔE to the lowest compared entry with this formula, charge and spin in kJ/mol: 377.81
HOMO level in hartree: -0.291
SMILES string: CC1(C)CCCC(C)(C)N1O.CC1(C)CCCC(C)(C)N1O.CC1(C)CCCC(C)(C)N1O.CC1(C)CCCC(C)(C)N1O


The following is a DFT calculation (ωB97M-V/def2-TZVPD) of one molecule with the formula C4H10ClN.

Each line ends with the Mulliken charge.
Element x y z (Å)
C1 -1.15691 -1.06204 -0.81213  -1.5212
C2 -0.50667 0.32412 -0.53101  1.1395
C3 -0.82135 1.38913 -1.60359  -1.5002
C4 0.97013 0.28508 -0.17331  -0.7294
H1 -0.69978 -1.59703 -1.65890  0.3540
H2 -2.24664 -0.96221 -0.88985  0.3796
H3 -1.02364 -1.73357 -0.00318  0.4196
H4 -0.11621 1.12093 -2.41556  0.3376
H5 -1.85128 1.46926 -1.92197  0.3589
H6 -0.55673 2.37423 -1.10377  0.3590
H7 -0.77763 0.17189 1.50102  0.2806
H8 -2.12318 0.55315 0.80416  0.2813
H9 1.29425 1.30462 -0.00387  0.4000
H10 1.45228 -0.04694 -1.07473  0.4002
N1 -1.15716 0.84161 0.78861  -0.7680
Cl1 1.40221 -0.83314 1.17451  -0.1915

Values from the calculation:
Kohn-Sham gap in eV: 10.528
ΔE to the lowest compared entry with this formula, charge and spin in kJ/mol: 48.58
HOMO level in hartree: -0.355
SMILES string: CC(C)(N)CCl


The following is a DFT calculation (ωB97M-V/def2-TZVPD) of C5H7NO2 as an isolated structure.

Each line ends with the Mulliken charge.
Element x y z (Å)
C1 1.54047 -0.44387 0.84368  0.1142
C2 -1.39803 -0.53633 -0.45143  -0.0448
C3 -1.25041 0.57908 0.58077  -0.7239
C4 -0.14818 0.95823 -0.38866  -0.1222
C5 -1.04993 0.51624 -1.55369  -0.6689
H1 1.67797 -1.53373 1.06985  0.3215
H2 -2.29377 -1.17152 -0.52564  0.4751
H3 -1.06031 0.29304 1.63051  0.2738
H4 -2.03103 1.34559 0.72064  0.2974
H5 0.38448 1.91936 -0.35022  0.4502
H6 -1.86950 1.20169 -1.78500  0.3174
H7 -0.63077 0.01337 -2.41624  0.3003
N1 0.72123 -0.28808 -0.27730  -0.0516
O1 2.03846 0.50234 1.50335  -0.5425
O2 -0.21211 -1.31376 -0.32669  -0.3960

Values from the calculation:
Kohn-Sham gap in eV: 10.025
ΔE to the lowest compared entry with this formula, charge and spin in kJ/mol: 333.89
HOMO level in hartree: -0.336


The following is a DFT calculation (ωB97M-V/def2-TZVPD) of C9H21ClGa as an isolated structure.

Each line ends with the Mulliken charge.
Element x y z (Å)
C1 -0.70870 2.28403 1.36548  -1.3143
C2 -0.23944 2.31343 -0.10877  -0.1922
C3 -1.40194 2.05859 -1.08083  -0.6883
C4 -1.04513 1.26745 -2.34820  -1.0230
C5 -1.27137 -0.23488 -2.21579  -0.8251
C6 -0.15040 -0.95881 -1.39744  -0.4462
C7 -0.70422 -1.57852 -0.12674  -0.6472
C8 0.32918 -2.14948 0.87984  -0.9278
C9 1.66276 -1.41235 0.96040  -0.2150
Ga1 2.73027 -1.85876 2.62487  0.2882
Cl1 4.30244 -0.18031 2.80323  -0.5755
H1 -0.66636 1.25852 1.71952  0.2655
H2 -0.12029 2.93661 2.00001  0.3794
H3 -1.74725 2.60388 1.42510  0.3676
H4 0.20570 3.28689 -0.28672  0.4461
H5 0.53735 1.56565 -0.20794  0.1002
H6 -2.16589 1.50053 -0.54675  0.3842
H7 -1.82368 3.02346 -1.34667  0.4183
H8 -0.02206 1.47398 -2.64974  0.3971
H9 -1.68136 1.62567 -3.16058  0.3791
H10 -2.22916 -0.42663 -1.74235  0.4305
H11 -1.26777 -0.65425 -3.21905  0.3375
H12 0.61982 -0.23195 -1.18497  0.3185
H13 0.29146 -1.73618 -2.01539  0.4659
H14 -1.34449 -2.40449 -0.44540  0.3110
H15 -1.36897 -0.88251 0.38155  0.2214
H16 -0.14826 -2.13616 1.86011  0.3201
H17 0.47674 -3.20417 0.65399  0.3877
H18 2.21160 -1.61175 0.04127  0.3560
H19 1.44850 -0.34309 0.94579  -0.1588
H20 1.81968 -1.90926 3.94743  -0.2555
H21 3.47126 -3.28515 2.47474  -0.3056

Values from the calculation:
Kohn-Sham gap in eV: 8.006
HOMO level in hartree: -0.177
Net charge: -1


The following is a DFT calculation (ωB97M-V/def2-TZVPD) of a 2-piece molecular cluster, CH2Cl2O2 overall.

Each line ends with the Mulliken charge.
Element x y z (Å)
C1 0.97001 1.05269 1.23822  -0.1677
O1 -1.07171 -2.05795 -1.29418  -0.2555
O2 -1.61231 -0.83610 -0.88299  -0.2316
Cl1 1.28640 2.56093 0.51564  -0.1182
Cl2 0.24908 -0.13041 0.22220  0.0681
H1 0.69559 1.26965 2.24189  0.3490
H2 -0.51705 -1.85880 -2.04078  0.3560

Values from the calculation:
Kohn-Sham gap (alpha / beta) in eV: 10.328 / 7.377
ΔE to the lowest compared entry with this formula, charge and spin in kJ/mol: 647.52
HOMO level (alpha / beta) in hartree: -0.399 / -0.318


The following is a DFT calculation (ωB97M-V/def2-TZVPD) of one molecule with the formula CHIS.

Each line ends with the Mulliken charge.
Element x y z (Å)
C1 -0.02648 -0.22934 -0.15672  -0.4812
S1 0.29339 -0.46471 1.82303  -0.1729
I1 -0.79586 1.46470 -0.90860  0.2502
H1 0.52894 -0.77066 -0.75771  0.4038

Values from the calculation:
Kohn-Sham gap (alpha / beta) in eV: 7.079 / 7.078
ΔE to the lowest compared entry with this formula, charge and spin in kJ/mol: 90.87
HOMO level (alpha / beta) in hartree: -0.333 / -0.333
SMILES string: S=CI